C30H35N3O4ReS4Si | ωB97M-V/def2-TZVPD

CARTESIAN COORDINATES (ANGSTROEM)
Re 0.46065 0.51637 1.07685
S -0.56991 -0.56253 2.91195
C 0.39979 -2.04172 3.07363
C -0.13996 -3.14838 3.72919
C 0.59486 -4.31698 3.88040
C 1.88774 -4.40482 3.38065
C 2.43406 -3.31551 2.71677
C 1.69418 -2.14833 2.57446
S 2.39496 -0.78868 1.64873
C 2.96198 0.22561 3.06533
C 2.37277 1.59800 3.16162
C 2.95183 2.48309 4.05024
C 2.36361 3.71325 4.26956
C 1.18882 4.01181 3.60628
C 0.65458 3.10054 2.71411
C -0.67804 3.41629 2.11477
S -1.30441 2.17881 0.94371
C -1.24381 3.06773 -0.61433
C -2.35322 2.83923 -1.42508
C -2.44992 3.41004 -2.68750
C -1.43267 4.23309 -3.15975
C -0.34337 4.49441 -2.35541
C -0.21427 3.92965 -1.06544
S 1.18282 4.35656 -0.15827
N 1.25565 1.91321 2.46219
H -1.15744 -3.08383 4.10330
H 0.15187 -5.16919 4.38453
H 2.46306 -5.31734 3.49598
H 3.43229 -3.36746 2.29065
H 4.04828 0.29680 3.00531
H 2.70804 -0.32453 3.97082
H 3.84654 2.18727 4.58264
H 2.79729 4.41490 4.97167
H 0.67069 4.94999 3.76982
H -0.65590 4.38633 1.63448
H -1.41766 3.45284 2.91889
H -3.13761 2.19245 -1.05185
H -3.33138 3.22606 -3.29272
H -1.49331 4.66769 -4.15093
H 0.44786 5.14911 -2.70070
C 0.80957 0.19097 -3.05993
Si 2.15066 0.89161 -1.94659
C 3.55904 -0.33621 -1.84317
C 2.91438 2.38572 -2.78292
O 1.48498 1.25298 -0.49203
H 0.98542 0.45899 -4.10909
H -0.17479 0.58410 -2.76632
H 0.77389 -0.90465 -2.99478
H 3.83944 -0.66685 -2.85557
H 3.27732 -1.21336 -1.25884
H 4.44443 0.12004 -1.37925
H 3.17258 2.12764 -3.82220
H 3.83674 2.69088 -2.27000
H 2.24252 3.24554 -2.80659
C -3.66226 -2.39686 -3.73000
C -2.80013 -1.51730 -2.82313
C -2.41121 -2.13248 -1.44350
C -3.64769 -2.58929 -0.65197
C -3.30064 -3.07247 0.76058
C -1.53043 -3.31886 -1.69001
O -1.92543 -4.38247 -2.11974
N -0.20120 -3.10718 -1.44530
C 0.36013 -2.11745 -0.64261
O 1.52926 -2.29227 -0.37410
N -0.40305 -1.01682 -0.24373
C -1.73935 -0.98408 -0.66913
O -2.47916 -0.04435 -0.47006
H -3.75441 -1.92683 -4.71252
H -4.66844 -2.51659 -3.32167
H -3.23079 -3.38667 -3.86515
H -3.32842 -0.59459 -2.59692
H -1.87793 -1.23916 -3.34275
H -4.12223 -3.39491 -1.20887
H -4.33358 -1.74502 -0.60067
H -2.58572 -3.90330 0.72831
H -4.19427 -3.42540 1.27840
H -2.86420 -2.26749 1.36059
H 0.41368 -3.87741 -1.63532

Atomic forces in eV per Å
Re -0.135 -0.764 -0.289
S 0.245 0.398 -0.670
C -0.059 -0.092 0.100
C -0.050 -0.032 0.052
C -0.056 0.031 0.009
C 0.049 -0.004 -0.004
C 0.066 0.057 -0.020
C 0.147 -0.186 -0.141
S -0.462 0.018 -0.048
C 0.051 -0.110 -0.187
C -0.194 0.015 -0.192
C 0.112 0.131 0.086
C -0.045 0.018 0.019
C 0.036 0.135 0.025
C 0.117 -0.161 0.043
C -0.203 -0.315 0.034
S 0.387 -0.273 -0.372
C -0.243 0.120 -0.039
C 0.088 -0.088 0.098
C -0.007 -0.004 0.037
C 0.009 -0.002 -0.013
C -0.024 -0.025 -0.013
C 0.121 0.052 -0.041
S 0.017 -0.180 -0.262
N 0.213 0.456 0.437
H 0.106 -0.022 -0.001
H 0.013 0.072 -0.036
H -0.065 0.091 -0.028
H -0.128 0.000 0.040
H 0.000 0.017 0.075
H -0.005 0.016 0.049
H -0.024 0.020 -0.036
H -0.013 -0.016 -0.045
H 0.060 -0.083 0.002
H -0.057 0.110 0.023
H 0.044 -0.029 0.043
H 0.041 0.027 -0.060
H 0.098 -0.028 0.043
H -0.009 0.006 0.086
H -0.009 -0.063 0.042
C -0.235 -0.018 -0.029
Si 0.201 -0.185 -0.058
C 0.154 -0.083 0.063
C 0.007 0.181 0.019
O -0.490 0.210 0.478
H -0.012 -0.058 0.139
H 0.165 -0.055 -0.090
H -0.023 0.189 -0.040
H -0.035 0.092 0.220
H 0.072 0.026 -0.102
H -0.125 -0.070 -0.098
H -0.032 0.032 0.275
H -0.179 -0.027 -0.100
H 0.023 0.023 -0.042
C 0.033 0.076 0.095
C -0.006 -0.267 -0.078
C -0.006 0.012 -0.021
C 0.091 -0.018 0.201
C 0.070 0.044 -0.129
C -0.004 -0.124 -0.145
O 0.046 0.032 0.027
N -0.529 0.206 0.024
C -0.528 0.428 -0.047
O 0.425 0.286 0.432
N -0.271 -0.511 -0.262
C 0.512 -0.335 -0.053
O 0.324 0.698 0.524
H -0.016 -0.007 0.083
H 0.064 -0.015 -0.039
H -0.001 -0.006 -0.010
H -0.017 0.102 0.018
H 0.004 -0.002 -0.001
H -0.024 -0.011 -0.039
H -0.062 0.013 -0.015
H -0.087 0.081 0.014
H 0.036 0.007 -0.031
H -0.006 -0.045 -0.034
H 0.234 -0.210 0.007

Summary:
**Multiplicity**: 2
**E_HOMO (alpha / beta)**: -7.123 / -7.083 eV
**<S²>**: 0.775
**E_LUMO (alpha / beta)**: -0.78 / -2.19 eV
**ΔE to the lowest compared entry with this formula, charge and spin**: 0.389 eV
**Largest force on an atom**: 0.9 eV/A
**Charge**: 0
**HOMO-LUMO gap (alpha / beta)**: 0.2332 / 0.1798 Ha

These are the Löwdin partial charges, in e, on atoms 1 to 5: 0.882 0.612 -0.630 -0.113 -0.080